Record 1
A cluster of 2 separate species, C4H9NO in total, computed with ωB97M-V with the def2-TZVPD basis set.

Geometry as ORCA input:
```
! RIJCOSX wB97M-V def2-TZVPD def2/J DEFGRID3
* xyz 0 1
C -0.80174 1.34085 -0.03645
N -0.60074 -0.05139 0.33791
C -1.54807 -0.89267 0.33965
C 0.88807 -0.68801 0.80832
O 0.73350 -1.80914 1.26117
C 1.86489 0.20524 0.53199
H -1.86890 1.56793 -0.11290
H -0.33856 1.97404 0.72179
H -0.31448 1.52703 -0.99660
H -2.56059 -0.61274 0.05641
H -1.28316 -1.90354 0.64626
H 0.36354 -0.97510 -2.44920
H 2.88448 -0.06762 0.77564
H 1.68929 1.16805 0.07427
H 0.89247 -0.78295 -1.95826
*
```

## Properties
HOMO: -7.7 eV
Energy: -287.69500 Ha
Lowest unoccupied orbital energy: 0.1 eV
F_max: 0.45 eV Å⁻¹
Kohn-Sham gap: 7.73 eV

Record 2
The molecule C7H8N2S in a non-equilibrium geometry, computed with ωB97M-V with the def2-TZVPD basis set.

Geometry as ORCA input:
```
! RIJCOSX wB97M-V def2-TZVPD def2/J DEFGRID3
* xyz 0 1
C -2.39376 0.04252 0.03528
C -0.95558 -0.05035 0.00578
C -0.24549 -1.20720 0.45427
C 1.07931 -1.25749 0.35135
C 1.86754 -0.27957 -0.23204
C 1.12122 0.91366 -0.72307
C -0.20811 0.93990 -0.59224
H -2.19059 1.46591 1.59191
H -3.91499 1.05823 1.08211
H -1.01161 -2.01167 1.08835
H 1.61340 -2.07314 0.61669
H 3.84624 0.24790 -1.05859
H 3.61572 -1.26228 -0.10833
H 1.79362 1.78944 -1.12670
H -0.88011 1.93374 -1.07632
N -2.88947 0.91316 0.89810
N 3.21360 -0.28037 -0.27300
S -3.46095 -0.88237 -0.93356
*
```

## Properties
HOMO: -7.7 eV
Energy: -779.15933 Ha
Lowest unoccupied orbital energy: 0.7 eV
F_max: 6.46 eV Å⁻¹
Kohn-Sham gap: 8.36 eV

Record 3
A cluster of 6 separate species, C50H68OP in total in a non-equilibrium geometry, computed with ωB97M-V with the def2-TZVPD basis set.

Geometry as ORCA input:
```
! RIJCOSX wB97M-V def2-TZVPD def2/J DEFGRID3
* xyz 1 1
C 3.70747 0.13859 2.71216
C 4.01298 -0.52775 1.75388
C 4.16976 -1.04384 0.39576
P 2.59815 -0.96175 -0.56251
C 1.15914 -1.12733 0.56733
C 0.51815 -2.53809 0.57122
C 0.84490 -3.46850 1.78169
C 2.03227 -3.07574 2.65712
C 2.07150 -4.05929 3.85586
C 2.49191 0.65626 -1.40418
C 3.35254 1.77330 -0.75102
C 2.67095 3.15010 -0.76264
C 3.80117 4.19926 -0.48604
C 1.65123 3.30530 0.38693
C 0.33516 2.56607 0.07776
C -0.89840 3.09051 0.80892
C -2.05694 2.40474 0.65241
C -2.16417 0.94118 1.06160
C -3.30807 3.01336 0.02876
O 2.64873 -2.20703 -1.56114
C 2.12642 -1.95763 -2.89536
C 0.63720 -1.56698 -2.91656
H 3.60449 0.63013 3.64691
H 4.96041 -0.50856 -0.12774
H 4.38848 -2.11339 0.47743
H 0.41745 -0.45718 0.12347
H 1.37154 -0.71285 1.55013
H -0.56182 -2.37382 0.58640
H 0.70938 -3.10112 -0.34102
H 1.08149 -4.45489 1.37016
H -0.04620 -3.61391 2.39190
H 2.99906 -3.15270 2.15487
H 1.87646 -2.09725 3.11156
H 2.37505 -5.06362 3.55603
H 2.67344 -3.69244 4.68641
H 1.04238 -4.14789 4.21699
H 1.42994 0.90030 -1.44137
H 2.80041 0.58203 -2.44700
H 4.25736 1.87255 -1.35636
H 3.67744 1.56780 0.27050
H 2.22535 3.40287 -1.72781
H 4.15699 4.68394 -1.39388
H 4.63888 3.67857 -0.01063
H 3.48080 4.94287 0.24055
H 1.47335 4.35009 0.64099
H 2.07902 2.81856 1.27161
H 0.09956 2.58118 -0.99073
H 0.48108 1.52197 0.38495
H -0.82121 3.98321 1.42998
H -1.56035 0.33169 0.36440
H -3.18717 0.58247 0.95851
H -1.75019 0.75757 2.04934
H -3.68452 2.25433 -0.66026
H -2.98716 3.86178 -0.56861
H -4.04065 3.28680 0.79524
H 2.75835 -1.27684 -3.46387
H 2.21036 -2.90570 -3.42187
H 0.06581 -2.43338 -3.24973
H 0.39296 -0.76122 -3.60983
H 0.23422 -1.30686 -1.93560
C 5.09697 -6.68184 2.75147
C 5.30787 -7.12428 1.45244
C 5.05062 -8.44672 1.11830
C 4.57374 -9.32481 2.08139
C 4.35952 -8.88205 3.37944
C 4.62460 -7.56203 3.71630
H 5.30128 -5.65021 3.01236
H 5.67473 -6.43774 0.69909
H 5.22156 -8.79326 0.10703
H 4.36917 -10.35507 1.82010
H 3.98634 -9.56722 4.12977
H 4.46228 -7.21880 4.73036
C -4.83890 1.56999 -4.58657
C -3.79655 1.31039 -3.70807
C -2.58418 1.97344 -3.85269
C -2.41895 2.90280 -4.87093
C -3.46312 3.16455 -5.74731
C -4.67132 2.49558 -5.60779
H -5.78237 1.05101 -4.47592
H -3.92802 0.58941 -2.90998
H -1.76749 1.76591 -3.16996
H -1.47573 3.42366 -4.98176
H -3.33482 3.89023 -6.54011
H -5.48340 2.69642 -6.29445
C -4.45336 0.82573 5.02274
C -4.52358 1.23611 3.69870
C -5.57432 0.81493 2.89496
C -6.56033 -0.01006 3.41825
C -6.49189 -0.41788 4.74334
C -5.43680 -0.00356 5.54452
H -3.63220 1.15234 5.64869
H -3.75742 1.88607 3.29242
H -5.62609 1.13105 1.85966
H -7.38255 -0.33468 2.79335
H -7.26183 -1.05968 5.15196
H -5.38165 -0.32584 6.57642
C -0.02939 6.95534 5.25475
C -0.05885 7.31478 3.91418
C -1.06914 6.83850 3.08956
C -2.05513 6.00989 3.60854
C -2.02749 5.65302 4.94978
C -1.01248 6.12254 5.77210
H 0.75976 7.32487 5.89713
H 0.70619 7.96687 3.51179
H -1.08926 7.11417 2.04230
H -2.84636 5.64213 2.96635
H -2.79779 5.00821 5.35432
H -0.98827 5.84086 6.81710
C -0.89285 -2.92614 -8.23788
C 0.17112 -2.13668 -7.82370
C -0.07004 -0.91849 -7.20255
C -1.37518 -0.49357 -6.98621
C -2.43812 -1.28545 -7.39734
C -2.19721 -2.49945 -8.02668
H -0.70589 -3.87419 -8.72575
H 1.18848 -2.47063 -7.98639
H 0.76024 -0.29816 -6.88542
H -1.56430 0.45514 -6.49722
H -3.45526 -0.95516 -7.22795
H -3.02656 -3.11409 -8.35229
*
```

## Properties
HOMO: -9.7 eV
Energy: -2362.21728 Ha
Lowest unoccupied orbital energy: -2.1 eV
F_max: 2.26 eV Å⁻¹
Kohn-Sham gap: 7.59 eV

Record 4
A structure of composition C17H28CeClO3P in a non-equilibrium geometry, computed with ωB97M-V with the def2-TZVPD basis set.

Geometry as ORCA input:
```
! RIJCOSX wB97M-V def2-TZVPD def2/J DEFGRID3
* xyz 2 1
C 0.23766 0.87613 -5.95146
C 1.61385 1.38157 -5.90403
C -0.00711 -0.53972 -6.24758
C -0.88545 1.81952 -5.93566
Cl 0.24042 0.60897 -2.62830
H -0.02614 -0.72013 -7.33682
H -0.97460 -0.87771 -5.85075
H 0.77800 -1.18526 -5.82998
H 1.97545 1.64289 -6.91417
H 2.30970 0.63362 -5.49901
H 1.69438 2.28939 -5.29051
H -1.11192 2.18379 -6.95325
H -0.66755 2.70314 -5.32020
H -1.80372 1.35387 -5.55120
C 1.59753 -0.96032 1.65357
C 0.89861 -2.01147 0.98691
C 1.35582 -2.07286 -0.36256
H 0.18931 -2.69330 1.45259
C 2.36912 -1.07682 -0.53463
C 2.50928 -0.37694 0.70920
H 3.19915 0.43632 0.92015
H 1.48791 -0.69022 2.70967
H 1.03955 -2.80168 -1.10820
H 2.95330 -0.91522 -1.44095
C -2.06290 0.93226 1.06888
C -1.72831 -0.37538 1.55660
C -1.93566 -1.29687 0.48981
H -1.44655 -0.61286 2.58249
C -2.37796 -0.56978 -0.65411
C -2.46682 0.81031 -0.29882
H -2.83195 1.61323 -0.93970
H -2.03411 1.83745 1.66664
H -1.85330 -2.38028 0.55214
H -2.65479 -1.00783 -1.61272
Ce 0.19159 0.33960 -0.07228
C 1.86028 1.69464 5.52396
O 1.82913 2.22354 4.18085
P 0.79436 1.66884 3.03888
O -0.53012 2.64279 3.23915
C -1.51474 2.39322 4.28295
O 1.47901 2.26678 1.60311
C 2.50143 3.28449 1.75789
H 2.85039 1.26400 5.73502
H 1.12104 0.88858 5.65956
H 1.65772 2.50755 6.23750
H -1.67318 1.32410 4.50762
H -1.21587 2.91863 5.19703
H -2.46043 2.82251 3.93045
H 2.60783 3.78978 0.79641
H 2.18964 4.00204 2.52172
H 3.46446 2.84249 2.03980
*
```

## Properties
HOMO (alpha / beta): -14.3 / -14.3 eV
Energy: -2166.41601 Ha
Lowest unoccupied orbital energy (alpha / beta): -7.8 / -7.8 eV
F_max: 1.83 eV Å⁻¹
Kohn-Sham gap (alpha / beta): 6.55 / 6.55 eV

Record 5
A cluster of 7 separate species, C40H73BIN11O6P in total in a non-equilibrium geometry, computed with ωB97M-V with the def2-TZVPD basis set.

Geometry as ORCA input:
```
! RIJCOSX wB97M-V def2-TZVPD def2/J DEFGRID3
* xyz 1 1
C 4.26271 -2.15081 0.16895
N 2.82401 -1.67012 -0.04728
C 2.42758 -2.05833 -1.45641
C 1.03592 -1.34393 -1.99233
C 1.12806 0.26130 -2.34054
C 2.57638 1.04422 -2.15443
O 2.72162 1.75519 -1.00969
O 3.67143 1.05392 -3.14238
C 4.93966 0.56158 -2.56039
C 6.23773 1.53256 -2.84523
C 7.04284 1.65713 -1.39646
O 8.43339 2.01441 -1.72741
C -0.27335 1.01132 -2.83333
B -0.14392 2.63705 -3.12208
O 0.99630 3.27966 -3.84951
O -1.21863 3.58122 -2.67307
C -1.69227 0.14424 -3.00756
C -3.10700 0.89494 -3.48824
C -4.01612 1.24647 -2.13571
N -3.32111 0.63503 -0.91572
N -4.05914 2.76184 -1.84674
N -5.47460 0.82558 -2.27509
N -1.68326 -1.36308 -2.67487
P -3.21802 -2.24526 -2.88154
O -3.45120 -2.37455 -4.47004
C -0.41165 -2.08810 -2.18532
C -0.50299 -3.68059 -1.80746
C -1.30354 -3.82676 -0.36487
C -0.35990 -3.55614 0.95184
I -0.74253 -1.43801 1.53001
H 4.26120 -3.21259 0.70661
H 4.86929 -2.29010 -0.82204
H 4.89954 -1.40183 0.83968
H 2.86054 -0.63362 0.09294
H 2.44420 -3.22314 -1.56408
H 3.28681 -1.65348 -2.17956
H 4.82614 0.26471 -1.41169
H 5.17826 -0.46949 -3.11290
H 5.94922 2.57085 -3.31088
H 6.97087 0.95610 -3.58362
H 6.54640 2.51313 -0.73663
H 7.01160 0.65209 -0.77022
H 8.84301 2.50328 -0.93712
H 1.43843 2.62952 -4.47050
H -1.44175 4.16255 -3.47902
H -2.92327 1.92253 -4.01839
H -3.71307 0.23269 -4.27521
H -3.59659 1.16707 -0.03574
H -3.64920 -0.33825 -0.73068
H -3.32768 3.02969 -1.15254
H -4.00237 3.31167 -2.73164
H -6.05137 1.62187 -1.87254
H -5.64311 0.03734 -1.58961
H -3.23139 -3.58998 -2.36918
H -4.38529 -1.57711 -2.36623
H -1.10847 -4.23134 -2.67646
H 0.52284 -4.23738 -1.73137
H -1.81054 -4.90502 -0.37617
H -2.21657 -3.06593 -0.27850
H -0.80852 -4.22145 1.83588
H 0.78129 -3.77101 0.75339
C -4.00598 -4.18878 5.27390
C -3.73981 -5.68097 5.44553
C -2.37424 -6.10789 4.90353
C -2.29585 -5.80827 3.41544
N -2.23079 -5.55968 2.18097
H -4.02590 -3.90048 4.21809
H -4.97882 -3.92486 5.70045
H -3.23827 -3.59254 5.78019
H -4.53357 -6.24331 4.93867
H -3.79685 -5.93202 6.51037
H -2.22596 -7.18129 5.06240
H -1.57044 -5.57379 5.42172
C 7.68441 6.04264 -4.11753
C 7.39162 6.37413 -5.57742
C 6.51179 5.32540 -6.26071
C 7.21135 3.97614 -6.24049
N 7.79167 2.85681 -6.22367
H 8.24414 5.10701 -4.01980
H 8.29089 6.83225 -3.66289
H 6.75607 5.95131 -3.54214
H 8.34199 6.47077 -6.11655
H 6.89243 7.34801 -5.62757
H 6.31975 5.61523 -7.29924
H 5.54742 5.23928 -5.74842
C -1.28014 -2.17603 10.52811
C -2.15084 -1.78268 9.33896
C -2.99736 -2.94301 8.81183
C -2.09039 -4.07102 8.34782
N -1.33800 -5.00682 7.96293
H -0.55248 -2.94810 10.25855
H -0.71573 -1.31028 10.88858
H -1.89265 -2.55259 11.35530
H -1.50595 -1.39916 8.53882
H -2.81341 -0.96349 9.63911
H -3.61257 -2.60712 7.97033
H -3.66694 -3.31717 9.59383
C -2.75068 -11.58127 7.25784
C -2.76517 -11.65069 5.73406
C -2.71414 -10.27082 5.07516
C -3.92549 -9.45526 5.49684
N -4.93036 -8.77868 5.84669
H -3.62934 -11.05712 7.64704
H -2.75927 -12.58932 7.68419
H -1.85326 -11.06579 7.61857
H -3.66824 -12.18354 5.41199
H -1.90574 -12.24050 5.39694
H -2.71274 -10.37503 3.98495
H -1.80205 -9.73876 5.36649
C 1.29879 8.51128 -2.83076
C 1.05971 7.00545 -2.78352
C 2.30250 6.21869 -2.36245
C 3.42567 6.46181 -3.35729
N 4.35744 6.66352 -4.18255
H 2.05807 8.77699 -3.57316
H 0.37773 9.03370 -3.10777
H 1.62415 8.88769 -1.85420
H 0.72340 6.66868 -3.77179
H 0.24768 6.79643 -2.07849
H 2.07604 5.14765 -2.33062
H 2.63236 6.52575 -1.36407
C -3.41559 7.78657 -2.05333
C -3.70838 8.11807 -3.51323
C -4.58821 7.06934 -4.19652
C -3.88865 5.72008 -4.17629
N -3.30833 4.60075 -4.15948
H -2.85586 6.85095 -1.95560
H -2.80911 8.57619 -1.59869
H -4.34393 7.69525 -1.47795
H -2.75801 8.21470 -4.05235
H -4.20757 9.09195 -3.56337
H -4.78025 7.35917 -5.23504
H -5.55258 6.98322 -3.68422
*
```

## Properties
HOMO: -11.3 eV
Energy: -3284.78088 Ha
Lowest unoccupied orbital energy: -4.6 eV
F_max: 10.25 eV Å⁻¹
Kohn-Sham gap: 6.63 eV

Record 6
The ion C17H30NO3 with charge +1, computed with ωB97M-V with the def2-TZVPD basis set.

Geometry as ORCA input:
```
! RIJCOSX wB97M-V def2-TZVPD def2/J DEFGRID3
* xyz 1 1
C 4.12227 -3.34682 -3.30250
H 3.21341 -3.69137 -3.79023
H 4.88472 -4.11376 -3.40790
H 4.46308 -2.44683 -3.80884
C 3.85964 -3.06045 -1.82217
C 2.80640 -2.00313 -1.67447
C 3.14639 -0.65941 -1.61959
C 2.18079 0.32985 -1.52761
C 0.84119 -0.02389 -1.49539
C 0.48347 -1.36769 -1.55996
C 1.45757 -2.34105 -1.64849
H 1.16552 -3.37905 -1.70358
H -0.56310 -1.63194 -1.56800
O -0.20658 0.87033 -1.36496
C 0.06032 2.24827 -1.53636
C -1.28737 2.97182 -1.55036
H -1.92565 2.52870 -2.31776
H -1.13539 4.03152 -1.77703
O -2.01772 2.81648 -0.34497
C -1.63230 3.61613 0.76264
H -0.91065 4.38052 0.45948
H -2.53663 4.12113 1.11938
C -1.05125 2.79063 1.93668
C -1.87800 1.51742 2.17615
N -1.58091 0.58735 1.06874
H -0.55540 0.50457 1.02048
H -1.84427 1.11921 0.20719
C -2.17132 -0.78965 1.07510
C -3.54296 -0.80684 1.73081
H -3.98075 -1.79271 1.60322
H -4.20776 -0.08819 1.25855
H -3.49275 -0.60136 2.79523
C -1.18043 -1.79139 1.67826
C -0.72572 -1.49990 3.10443
H -1.56947 -1.39569 3.78099
H -0.12420 -2.33167 3.46012
H -0.10388 -0.60913 3.15804
H -0.30176 -1.84393 1.03001
H -1.65599 -2.77233 1.65356
H -2.29784 -1.05660 0.02073
H -2.93868 1.76370 2.18488
H -1.59413 1.06736 3.12708
O 0.27565 2.35968 1.70438
H 0.89856 3.06954 1.88803
H -1.10120 3.41779 2.83523
H 0.57277 2.43399 -2.48665
H 0.68727 2.61658 -0.71328
H 2.48842 1.36275 -1.48879
H 4.18672 -0.37200 -1.64873
H 3.53368 -3.97912 -1.33130
H 4.78623 -2.72940 -1.35048
*
```

## Properties
HOMO: -11.1 eV
Energy: -946.01958 Ha
Lowest unoccupied orbital energy: -2.3 eV
F_max: 0.78 eV Å⁻¹
Kohn-Sham gap: 8.87 eV